(1)
DFT (wB97M-V/def2-TZVPD) results for a cluster of 8 separate species, C12H40O8 in total in a non-equilibrium geometry.

Results
Energy relative to the best compared isomer or geometry (same formula, charge and spin): 27.6 kcal/mol
SMILES: CC(C)O.CC(C)O.CC(C)O.CC(C)O.O.O.O.O
Strongest force on any atom: 3.041 eV Å⁻¹
Calculated total energy: -29472.080 eV
Molar mass: 312.44 g/mol

```
60
Properties=species:S:1:pos:R:3:forces:R:3
C 3.734469 -1.385055 2.224959 0.2 0.9 0.7
C 2.487787 -2.206032 2.559840 0.9 0.0 -2.9
C 2.643026 -3.608805 1.975630 -0.6 0.2 0.9
O 2.243446 -2.187087 3.903992 -0.3 -0.5 1.7
H 4.069892 -1.344973 1.188628 -0.1 -0.6 -0.1
H 4.540552 -1.678427 2.897466 0.2 -0.3 -0.2
H 3.567789 -0.337635 2.476421 -0.2 0.2 0.2
H 1.695740 -1.842880 1.904959 -0.6 0.7 0.6
H 3.418808 -4.200695 2.461341 0.3 0.1 -0.3
H 2.762419 -3.430705 0.906929 0.3 -0.6 0.0
H 1.693449 -4.116152 2.145934 0.0 -0.3 -0.1
H 1.597633 -1.543387 4.204279 -0.1 0.1 -0.5
C -2.513767 0.779327 3.364240 0.6 0.6 0.3
C -1.785167 0.860356 2.031626 0.0 0.6 -0.1
C -1.249503 2.255664 1.712368 -0.1 0.4 1.1
O -0.688418 -0.007560 2.079170 0.1 -1.0 0.7
H -1.826359 1.010869 4.177847 0.4 0.0 0.0
H -2.906660 -0.206413 3.613314 -0.3 0.1 -0.4
H -3.239387 1.590528 3.423623 -0.5 -0.4 -0.1
H -2.479741 0.583596 1.238491 -0.2 -0.3 -0.2
H -1.903831 3.043083 2.086456 -0.5 0.1 -0.7
H -0.958034 2.378103 0.669227 -0.1 0.1 0.2
H -0.401178 2.427474 2.374881 0.5 -0.2 -0.2
H -0.312680 -0.149300 1.207210 0.3 0.0 -0.5
C 0.234925 3.629745 -2.177933 -1.0 0.5 0.6
C -1.314834 3.517842 -2.090666 1.0 1.3 -0.1
C -1.938481 3.942044 -3.424938 0.3 -0.9 -0.2
O -1.669893 2.206400 -1.650817 -0.2 0.3 -0.6
H 0.459353 4.682652 -2.348611 0.1 0.0 -0.5
H 0.680717 3.004774 -2.951736 0.0 0.1 0.1
H 0.699281 3.465355 -1.205588 -0.1 -0.6 0.0
H -1.682563 4.234106 -1.355933 0.2 0.0 0.4
H -3.026219 3.965449 -3.491113 -0.1 -0.1 0.4
H -1.588040 3.193205 -4.135250 -0.1 0.2 -0.5
H -1.587595 4.925261 -3.738388 0.2 -0.1 0.1
H -2.623638 2.271186 -1.562692 -0.3 -0.6 0.2
C -2.476776 -3.607609 -0.225061 1.1 0.2 2.2
C -1.377268 -2.964452 -1.023391 1.0 -0.4 -1.1
C 0.049629 -3.580313 -0.996965 -1.4 0.6 1.2
O -1.832160 -3.202658 -2.332909 -0.2 0.6 -1.9
H -3.379629 -2.997504 -0.252001 -0.1 -0.1 -0.2
H -2.160338 -3.620158 0.817915 -0.3 -0.2 0.3
H -2.656409 -4.637986 -0.531929 0.0 0.1 -0.1
H -1.263130 -1.893021 -0.858801 -0.3 0.2 0.3
H 0.396123 -3.464650 0.030005 0.0 -0.8 0.2
H 0.808702 -3.005904 -1.527955 -0.5 -0.1 -0.7
H -0.122687 -4.595563 -1.354277 0.8 -0.1 0.2
H -2.785612 -3.279581 -2.251544 0.0 0.1 -0.5
O 2.179318 1.990288 0.942886 0.1 0.2 -0.2
H 2.046614 2.022384 1.890293 -0.2 0.0 0.4
H 3.102575 1.760665 0.837511 0.4 0.1 0.0
O 2.578989 1.196943 -3.238162 0.5 0.3 0.0
H 1.667870 0.958207 -3.067575 -0.5 -0.4 -0.2
H 3.064371 0.837290 -2.495667 0.1 -0.1 0.1
O -0.182944 0.493085 -3.338238 0.3 -0.1 -0.1
H -0.731038 1.220456 -3.043689 -0.4 0.3 0.4
H -0.789283 -0.099939 -3.781977 0.0 -0.4 -0.1
O 0.981719 -0.131763 -0.217231 -0.4 -0.9 -0.2
H 0.489798 0.367056 -0.869475 -0.2 0.1 -0.5
H 1.558269 0.512815 0.193072 0.2 0.6 0.4
```
Positions in Å, forces in eV/Å.

How is the electron density shared among the atoms? According to Mulliken, the charges in e are:
1. C -1.21
2. C 1.34
3. C -1.31
4. O -0.61
5. H 0.33
6. H 0.37
7. H 0.20
8. H -0.39
9. H 0.35
10. H 0.27
11. H 0.33
12. H 0.33
13. C -1.70
14. C 0.93
15. C -1.01
16. O -0.44
17. H 0.37
18. H 0.37
19. H 0.41
20. H 0.17
21. H 0.45
22. H 0.02
23. H 0.21
24. H 0.18
25. C -1.09
26. C 0.31
27. C -1.39
28. O -0.38
29. H 0.47
30. H 0.31
31. H 0.10
32. H 0.48
33. H 0.38
34. H 0.31
35. H 0.38
36. H 0.24
37. C -1.61
38. C 1.14
39. C -0.92
40. O -0.59
41. H 0.45
42. H 0.38
43. H 0.42
44. H -0.27
45. H -0.03
46. H 0.28
47. H 0.38
48. H 0.36
49. O -0.57
50. H 0.27
51. H 0.26
52. O -0.62
53. H 0.36
54. H 0.32
55. O -0.71
56. H 0.26
57. H 0.25
58. O -0.33
59. H 0.15
60. H 0.26

---

(2)
DFT (wB97M-V/def2-TZVPD) results for a cluster of 7 separate species, C12H44B2NO4 in total in a non-equilibrium geometry.

Results
Energy relative to the best compared isomer or geometry (same formula, charge and spin): 78.5 kcal/mol
Net charge: -1
Strongest force on any atom: 4.920 eV Å⁻¹
Calculated total energy: -24181.711 eV
Molar mass: 288.11 g/mol

```
63
Properties=species:S:1:pos:R:3:forces:R:3
N -11.364005 -12.171206 -20.759527 -0.3 -0.2 -0.5
H -11.533309 -12.841151 -20.022907 0.4 0.0 0.7
H -12.192320 -11.600818 -20.852527 -0.5 0.4 -0.3
H -11.166912 -12.692274 -21.601988 -0.2 -0.1 -0.6
H -10.580358 -11.544549 -20.644194 1.0 0.6 0.8
B -11.075872 -5.863370 -22.280369 0.0 0.1 0.1
H -12.082427 -5.486855 -22.183821 -4.3 1.7 0.5
H -10.642294 -5.479220 -23.190693 1.8 1.5 -3.7
H -10.481940 -5.585746 -21.423399 2.3 1.3 3.4
H -11.119918 -6.941338 -22.297206 -0.2 -4.6 -0.2
B -7.660996 -9.501356 -19.747723 0.1 -0.1 -0.1
H -6.643033 -9.793157 -19.954673 4.0 -1.4 -0.8
H -8.203680 -10.179101 -19.107093 -2.2 -3.2 3.0
H -7.709618 -8.510754 -19.322783 -0.1 3.8 1.9
H -8.233466 -9.399560 -20.656653 -2.3 0.2 -4.0
C -10.194047 -16.770544 -26.483970 0.2 0.1 -0.1
C -9.816594 -15.943262 -25.266751 1.8 1.3 0.8
C -8.301690 -15.886234 -24.964481 0.6 -1.4 -0.6
O -10.164801 -14.557367 -25.335512 -1.5 -0.1 0.0
H -9.545811 -16.503448 -27.318556 -0.2 0.1 -0.2
H -11.242400 -16.650230 -26.757077 0.1 0.3 0.0
H -10.068394 -17.840552 -26.318504 0.2 0.0 0.3
H -10.293764 -16.366633 -24.382917 -0.3 0.2 0.0
H -7.706276 -15.392673 -25.732591 -0.4 0.0 -0.7
H -7.936762 -16.913181 -24.947854 0.3 -0.1 0.2
H -7.899908 -15.367800 -24.093914 -1.0 -0.1 0.5
H -9.491650 -14.057135 -25.802676 0.1 -0.2 -0.1
C -6.525391 -14.918466 -17.277476 -1.1 0.1 0.9
C -6.304403 -13.804369 -16.169519 -1.6 -1.3 -0.4
C -6.116898 -14.450676 -14.817209 1.0 -0.4 -0.2
O -5.331328 -12.875759 -16.410488 1.4 0.6 -0.4
H -5.806849 -15.725532 -17.420392 0.7 0.6 0.1
H -6.916961 -14.568925 -18.232778 0.6 0.4 -0.1
H -7.376376 -15.494587 -16.914130 -0.4 -0.1 0.3
H -7.241801 -13.255127 -16.081615 -0.5 -0.1 -0.3
H -5.349507 -15.218526 -14.915270 -0.1 -0.4 0.1
H -7.061429 -14.894519 -14.502603 0.2 0.0 0.3
H -5.682850 -13.767620 -14.087056 -0.5 0.3 0.0
H -5.673209 -12.284363 -17.084995 0.2 0.3 -0.2
C -14.354683 -15.992219 -15.723756 -0.9 0.3 0.3
C -14.640660 -15.618481 -17.162394 -1.2 1.3 0.5
C -15.508219 -14.312039 -17.264254 1.0 -0.1 -0.7
O -13.411103 -15.417013 -17.847205 -0.1 0.5 -0.5
H -15.285854 -16.039642 -15.159152 -0.3 -0.8 -0.2
H -13.899560 -15.173723 -15.166064 0.8 0.0 -0.5
H -13.784804 -16.919017 -15.657496 0.0 0.1 0.3
H -15.275641 -16.315347 -17.709461 0.3 -0.8 0.2
H -14.925554 -13.447045 -16.947404 0.0 0.0 0.1
H -16.480177 -14.266600 -16.773000 0.3 -0.6 0.5
H -15.763739 -14.173649 -18.314806 0.2 0.1 -0.2
H -12.880184 -16.214972 -17.792489 -0.1 -0.1 0.1
C -17.657794 -8.686220 -20.920942 -0.5 2.2 0.1
C -16.418188 -7.852818 -20.560417 0.8 -0.5 1.7
C -16.222153 -7.514684 -19.049070 -1.5 -0.7 -0.4
O -15.303127 -8.631612 -20.915744 0.7 -0.1 -0.9
H -18.497814 -8.190166 -20.434712 -0.3 -0.3 0.4
H -17.658966 -9.749174 -20.679652 0.4 0.2 0.0
H -17.877650 -8.454478 -21.963086 0.2 -0.7 -0.3
H -16.348836 -6.886299 -21.059550 -0.6 -0.1 -0.6
H -16.487821 -8.418793 -18.501238 -0.1 0.0 0.3
H -16.940991 -6.732695 -18.804429 0.1 0.1 0.4
H -15.217494 -7.261641 -18.710329 0.0 0.3 -0.6
H -14.629440 -7.963752 -21.063083 0.8 -0.3 -0.2
```
Positions in Å, forces in eV/Å.

How is the electron density shared among the atoms? According to Mulliken, the charges in e are:
1. N -0.46
2. H 0.35
3. H 0.36
4. H 0.36
5. H 0.33
6. B -0.20
7. H -0.21
8. H -0.18
9. H -0.17
10. H -0.22
11. B -0.13
12. H -0.19
13. H -0.28
14. H -0.15
15. H -0.19
16. C -1.23
17. C 0.56
18. C -1.36
19. O -0.56
20. H 0.28
21. H 0.33
22. H 0.35
23. H 0.22
24. H 0.38
25. H 0.33
26. H 0.36
27. H 0.34
28. C -1.18
29. C 0.50
30. C -1.29
31. O -0.57
32. H 0.33
33. H 0.35
34. H 0.31
35. H 0.20
36. H 0.30
37. H 0.34
38. H 0.34
39. H 0.34
40. C -1.20
41. C 0.53
42. C -1.32
43. O -0.51
44. H 0.34
45. H 0.33
46. H 0.36
47. H 0.16
48. H 0.34
49. H 0.38
50. H 0.30
51. H 0.30
52. C -1.19
53. C 0.34
54. C -1.19
55. O -0.56
56. H 0.34
57. H 0.32
58. H 0.31
59. H 0.33
60. H 0.27
61. H 0.33
62. H 0.37
63. H 0.32

---

(3)
DFT (wB97M-V/def2-TZVPD) results for a cluster of 10 separate species, C12H44N4O15 in total in a non-equilibrium geometry.

Results
SMILES: NC(N)=O.NC(N)=O.OCCO.OCCO.OCCO.OCCO.OCCO.O.O.O
Strongest force on any atom: 1.833 eV Å⁻¹
Calculated total energy: -49830.171 eV
Molar mass: 484.50 g/mol

```
75
Properties=species:S:1:pos:R:3:forces:R:3
N 5.927501 2.420880 0.883985 0.6 -0.1 1.0
C 5.320020 1.862501 -0.185450 -0.6 0.6 -1.3
N 4.920245 0.564482 -0.056276 0.5 0.1 0.3
O 5.077109 2.511982 -1.210256 0.1 -0.4 0.8
H 6.384290 1.881009 1.597850 -0.2 -0.2 0.0
H 6.110997 3.404708 0.924762 0.0 0.1 -0.5
H 4.370194 0.157181 -0.791300 0.0 0.0 -0.1
H 5.027126 0.097052 0.823555 -0.2 -0.1 0.0
N -3.614151 -1.023289 -3.269094 -0.3 0.1 1.2
C -2.801360 -0.734607 -2.213460 0.8 1.2 -0.4
N -1.449893 -0.860833 -2.430978 -1.0 -0.2 0.6
O -3.234522 -0.232242 -1.167121 -0.1 -0.6 -0.2
H -4.568383 -0.759509 -3.084131 -0.1 -0.1 -0.6
H -3.269346 -1.285681 -4.168246 -0.1 0.0 -0.2
H -0.919818 -1.012629 -1.559049 0.2 -0.1 -0.9
H -1.180187 -1.295578 -3.295117 0.4 -0.3 0.2
O -0.920664 1.964784 3.208994 -0.2 -0.1 -0.2
C -2.008571 2.895431 3.332126 1.1 -0.1 -0.7
C -1.434314 4.292987 3.556206 -0.5 -0.6 -0.5
O -1.092441 4.479659 4.916508 0.0 0.4 -0.1
H -1.078560 1.493992 2.360716 0.0 0.1 0.6
H -2.548752 2.877181 2.382071 -0.4 0.0 0.2
H -2.615003 2.576405 4.180815 -0.3 0.2 -0.1
H -2.146839 5.037029 3.191408 -0.2 0.2 0.8
H -0.590272 4.434151 2.872901 0.3 -0.3 0.2
H -0.703899 3.654779 5.224309 0.1 0.0 -0.1
O -2.152998 -1.829430 1.853508 0.6 -1.0 0.0
C -2.624616 -3.116530 1.405991 -1.2 0.9 -0.3
C -3.149199 -3.926241 2.583829 0.1 -0.2 0.1
O -2.290422 -3.743129 3.707695 -0.1 0.0 -0.6
H -1.376007 -1.680770 1.294903 -0.1 0.5 0.1
H -3.460272 -2.858065 0.747509 0.0 -0.6 -0.2
H -1.874192 -3.654763 0.826535 0.2 0.0 0.2
H -3.204061 -4.980507 2.291723 0.4 0.0 0.1
H -4.192907 -3.690188 2.823754 0.2 0.5 0.1
H -1.891100 -2.875201 3.511052 -0.1 -0.1 0.4
O 0.068572 -1.383561 -0.156263 0.8 0.3 0.9
C 0.630419 -0.168585 0.417897 -0.1 -0.3 0.1
C -0.223537 1.012741 0.045675 -0.3 0.5 0.1
O -1.461053 1.010206 0.757895 0.1 -0.1 -0.2
H 0.732884 -2.051796 0.082948 -0.5 -0.4 -0.4
H 0.650622 -0.271426 1.510293 -0.3 0.1 0.0
H 1.679784 -0.064436 0.131341 -0.2 0.2 -0.5
H -0.493326 1.091006 -1.007557 0.6 -0.2 -0.2
H 0.342204 1.910007 0.300414 -0.1 0.0 0.1
H -2.143494 0.619719 0.179582 0.0 -0.1 0.2
O 0.153710 1.724354 -5.537987 0.0 0.2 -0.5
C -0.814547 2.256002 -4.658555 -0.3 -0.6 1.6
C -0.534582 3.741315 -4.416463 0.0 0.2 -1.8
O -1.615292 4.474890 -3.881905 -0.1 -0.4 0.7
H 0.626256 0.996978 -5.131785 0.0 0.1 0.2
H -1.835779 2.067881 -5.004260 0.1 0.4 -0.5
H -0.800049 1.697210 -3.713881 0.2 0.2 0.1
H -0.356855 4.112382 -5.434955 0.3 0.1 0.1
H 0.392366 3.905066 -3.862066 -0.1 -0.2 0.2
H -1.891627 5.136858 -4.513201 0.0 0.0 -0.1
O 2.668136 -6.032890 2.274821 0.5 0.3 0.1
C 2.479553 -4.635017 2.522950 -0.9 -0.4 -0.3
C 2.820591 -3.813163 1.290672 0.2 1.2 0.9
O 1.734902 -3.694512 0.371841 0.4 -0.8 -0.4
H 3.171043 -6.400682 3.005642 0.0 -0.1 -0.1
H 1.407506 -4.533988 2.720772 0.0 0.4 0.0
H 2.984929 -4.268185 3.416631 0.4 -0.1 -0.1
H 3.770908 -4.120253 0.844750 -0.3 -0.4 -0.3
H 2.990094 -2.774767 1.593897 0.0 -0.1 0.2
H 1.568436 -4.586584 0.034899 -0.3 0.2 -0.1
O 2.279738 2.309325 -1.251037 0.1 0.1 0.3
H 1.864737 3.163250 -1.411081 0.0 -0.1 0.0
H 3.202681 2.521305 -1.010534 -0.2 0.0 -0.5
O -5.505262 1.786850 -0.821713 0.0 0.0 0.0
H -5.468909 1.854013 0.137647 0.0 0.0 -0.1
H -4.785635 1.181427 -1.049751 0.1 -0.1 0.1
O 2.802972 -1.988598 -2.147422 0.1 0.0 0.2
H 2.418201 -2.633995 -1.538487 0.0 0.1 0.0
H 3.743933 -2.197344 -2.163909 -0.1 0.0 -0.1
```
Positions in Å, forces in eV/Å.

How is the electron density shared among the atoms? According to Mulliken, the charges in e are:
1. N -0.40
2. C 0.64
3. N -0.26
4. O -0.71
5. H 0.17
6. H 0.22
7. H 0.19
8. H 0.16
9. N -0.45
10. C 0.61
11. N -0.01
12. O -0.71
13. H 0.27
14. H 0.16
15. H -0.07
16. H 0.23
17. O -0.55
18. C -0.32
19. C -0.35
20. O -0.54
21. H 0.39
22. H 0.23
23. H 0.29
24. H 0.33
25. H 0.23
26. H 0.33
27. O -0.61
28. C -0.37
29. C -0.44
30. O -0.58
31. H 0.39
32. H 0.24
33. H 0.30
34. H 0.33
35. H 0.25
36. H 0.38
37. O -0.61
38. C 0.26
39. C -0.23
40. O -0.49
41. H 0.11
42. H 0.32
43. H 0.05
44. H 0.01
45. H 0.29
46. H 0.27
47. O -0.56
48. C 0.67
49. C -0.44
50. O -0.50
51. H 0.33
52. H 0.23
53. H -0.55
54. H 0.33
55. H 0.17
56. H 0.31
57. O -0.52
58. C -0.55
59. C -0.25
60. O -0.42
61. H 0.30
62. H 0.25
63. H 0.43
64. H 0.31
65. H 0.25
66. H 0.25
67. O -0.56
68. H 0.27
69. H 0.26
70. O -0.66
71. H 0.30
72. H 0.39
73. O -0.62
74. H 0.36
75. H 0.29

---

Which of these has the lowest calculated total energy? C12H44N4O15

---

Look up the calculated total energy of the first one. -29472.080 eV

---

Which of these has the lowest calculated total energy? C12H44N4O15